Entry from the OMol25 dataset: C4H10N4O in the gas phase (wB97M-V/def2-TZVPD).

Its energy relative to the best compared isomer or geometry (same formula, charge and spin) is 2.971 eV. The value obtained for the energy is -452.5887 Ha. For the highest occupied orbital energy, the calculation gives -8.7 eV. Its orbital gap is 9.04 eV. Its structure (SMILES) is [H]/N=C\N=C/N(N)CCO.

```
19
C4H10N4O | the OMol25 dataset | wB97M-V/def2-TZVPD
H -3.74702 -0.52860 0.59270
N -3.15812 -1.20064 0.10209
C -2.24554 -0.42796 -0.40404
N -2.11214 0.90688 -0.29371
C -0.94515 1.42789 -0.34550
N 0.25542 1.01064 0.07121
N 1.31617 1.91807 -0.05341
C 0.49203 -0.32031 0.74882
C 1.09739 -1.34053 -0.20614
O 2.44259 -1.21310 -0.54872
H -1.48116 -0.92290 -1.05657
H -0.81163 2.44378 -0.81271
H 2.01512 1.63264 -0.69942
H 1.77938 2.27848 0.80122
H 1.09300 -0.11940 1.60783
H -0.51629 -0.68841 0.98343
H 0.54154 -1.43726 -1.12505
H 0.97409 -2.25049 0.35754
H 3.01032 -1.16879 0.28041
```



Entry from the OMol25 dataset: 2 unconnected molecules or ions with the total composition C4H10N4O3 (wB97M-V/def2-TZVPD).

Its energy relative to the best compared isomer or geometry (same formula, charge and spin) is 1.405 eV. The value obtained for the energy is -602.9928 Ha. For the highest occupied orbital energy (alpha / beta), the calculation gives -7.9 / -7.9 eV. Its orbital gap (alpha / beta) is 8.66 / 8.66 eV. Its structure (SMILES) is NC(=O)/C(N)=[N+](\[O-])O.C=NC.

```
21
C4H10N4O3 | the OMol25 dataset | wB97M-V/def2-TZVPD
N -1.63386 -2.02496 0.12277
C -1.56612 -0.84093 0.83707
O -2.30605 0.11407 0.75821
C -0.20442 -0.68793 1.55056
N -0.14544 0.43770 2.30647
N 0.68665 -1.67767 1.56026
O 0.68732 -2.76181 0.96921
O 1.89556 -1.33028 2.26353
H -1.04710 -2.83836 0.32244
H -2.58365 -2.13759 -0.38458
H 0.67630 0.97359 2.64309
H -1.09539 0.82647 2.28084
H 2.56370 -1.49096 1.69157
C 0.16559 -0.17396 -1.88360
N 0.08660 0.59168 -0.89831
C -0.25861 1.96380 -1.05675
H -0.28826 -0.01524 -2.90954
H 0.80006 -1.08256 -1.94635
H -0.11760 2.17272 -2.10653
H -1.30293 2.19633 -0.50487
H 0.37719 2.51420 -0.34622
```



Entry from the OMol25 dataset: 2 unconnected molecules or ions with the total composition C4H10NO (wB97M-V/def2-TZVPD).

Its energy relative to the best compared isomer or geometry (same formula, charge and spin) is 4.121 eV. The value obtained for the energy is -288.2402 Ha. For the highest occupied orbital energy, the calculation gives -2.2 eV. Its orbital gap is 6.35 eV. As for the net charge: -1.

```
16
C4H10NO | the OMol25 dataset | wB97M-V/def2-TZVPD
C -0.55546 -0.04731 -1.02864
O -0.20133 0.86967 -1.83778
C 0.13244 -0.84501 -0.01484
C -0.72642 0.43123 0.69692
C 0.19974 1.66238 0.93904
N -0.25122 -2.17151 0.24065
H 1.55453 -1.17732 -2.30594
H -1.29038 -0.73185 -1.47687
H 1.13725 -0.67234 0.36877
H -1.79167 0.71087 0.68476
H -0.84970 -0.03028 1.69767
H 1.13283 1.19170 1.24480
H -0.14358 2.28787 1.76359
H 0.32941 2.23300 0.02456
H 2.15400 -1.53415 -2.07393
H -0.83046 -2.17696 1.07723
```



Entry from the OMol25 dataset: a gas-phase ion, C4H10NO (charge -1) (wB97M-V/def2-TZVPD).

Its energy relative to the best compared isomer or geometry (same formula, charge and spin) is 1.723 eV. The value obtained for the energy is -288.3283 Ha. For the highest occupied orbital energy, the calculation gives -2.3 eV. Its orbital gap is 6.29 eV. Its structure (SMILES) is CNCCC[O-]. As for the net charge: -1.

```
16
C4H10NO | the OMol25 dataset | wB97M-V/def2-TZVPD
C -0.98338 0.97476 1.55850
N -0.15441 1.30197 0.38552
C -0.47324 0.64374 -0.87901
C 0.59976 -0.34113 -1.37000
C 0.90565 -1.55962 -0.28187
O 1.79280 -2.39671 -0.78838
H -1.96699 1.36922 1.82363
H -0.86366 -0.14360 1.65400
H -0.33666 1.41395 2.33836
H 0.80515 1.27309 0.70093
H -1.36723 0.02925 -0.69862
H -0.79262 1.50408 -1.46361
H 1.59344 0.11496 -1.46781
H 0.25488 -0.97025 -2.17970
H -0.16138 -2.13482 -0.04476
H 1.14789 -1.07888 0.71284
```



Copy entry 3 word for word.
Entry from the OMol25 dataset: 2 unconnected molecules or ions with the total composition C4H10NO (wB97M-V/def2-TZVPD).

Its energy relative to the best compared isomer or geometry (same formula, charge and spin) is 4.121 eV. The value obtained for the energy is -288.2402 Ha. For the highest occupied orbital energy, the calculation gives -2.2 eV. Its orbital gap is 6.35 eV. As for the net charge: -1.

```
16
C4H10NO | the OMol25 dataset | wB97M-V/def2-TZVPD
C -0.55546 -0.04731 -1.02864
O -0.20133 0.86967 -1.83778
C 0.13244 -0.84501 -0.01484
C -0.72642 0.43123 0.69692
C 0.19974 1.66238 0.93904
N -0.25122 -2.17151 0.24065
H 1.55453 -1.17732 -2.30594
H -1.29038 -0.73185 -1.47687
H 1.13725 -0.67234 0.36877
H -1.79167 0.71087 0.68476
H -0.84970 -0.03028 1.69767
H 1.13283 1.19170 1.24480
H -0.14358 2.28787 1.76359
H 0.32941 2.23300 0.02456
H 2.15400 -1.53415 -2.07393
H -0.83046 -2.17696 1.07723
```



What did the fourth record say?
Entry from the OMol25 dataset: a gas-phase ion, C4H10NO (charge -1) (wB97M-V/def2-TZVPD).

Its energy relative to the best compared isomer or geometry (same formula, charge and spin) is 1.723 eV. The value obtained for the energy is -288.3283 Ha. For the highest occupied orbital energy, the calculation gives -2.3 eV. Its orbital gap is 6.29 eV. Its structure (SMILES) is CNCCC[O-]. As for the net charge: -1.

```
16
C4H10NO | the OMol25 dataset | wB97M-V/def2-TZVPD
C -0.98338 0.97476 1.55850
N -0.15441 1.30197 0.38552
C -0.47324 0.64374 -0.87901
C 0.59976 -0.34113 -1.37000
C 0.90565 -1.55962 -0.28187
O 1.79280 -2.39671 -0.78838
H -1.96699 1.36922 1.82363
H -0.86366 -0.14360 1.65400
H -0.33666 1.41395 2.33836
H 0.80515 1.27309 0.70093
H -1.36723 0.02925 -0.69862
H -0.79262 1.50408 -1.46361
H 1.59344 0.11496 -1.46781
H 0.25488 -0.97025 -2.17970
H -0.16138 -2.13482 -0.04476
H 1.14789 -1.07888 0.71284
```



Copy entry 2 word for word.
Entry from the OMol25 dataset: 2 unconnected molecules or ions with the total composition C4H10N4O3 (wB97M-V/def2-TZVPD).

Its energy relative to the best compared isomer or geometry (same formula, charge and spin) is 1.405 eV. The value obtained for the energy is -602.9928 Ha. For the highest occupied orbital energy (alpha / beta), the calculation gives -7.9 / -7.9 eV. Its orbital gap (alpha / beta) is 8.66 / 8.66 eV. Its structure (SMILES) is NC(=O)/C(N)=[N+](\[O-])O.C=NC.

```
21
C4H10N4O3 | the OMol25 dataset | wB97M-V/def2-TZVPD
N -1.63386 -2.02496 0.12277
C -1.56612 -0.84093 0.83707
O -2.30605 0.11407 0.75821
C -0.20442 -0.68793 1.55056
N -0.14544 0.43770 2.30647
N 0.68665 -1.67767 1.56026
O 0.68732 -2.76181 0.96921
O 1.89556 -1.33028 2.26353
H -1.04710 -2.83836 0.32244
H -2.58365 -2.13759 -0.38458
H 0.67630 0.97359 2.64309
H -1.09539 0.82647 2.28084
H 2.56370 -1.49096 1.69157
C 0.16559 -0.17396 -1.88360
N 0.08660 0.59168 -0.89831
C -0.25861 1.96380 -1.05675
H -0.28826 -0.01524 -2.90954
H 0.80006 -1.08256 -1.94635
H -0.11760 2.17272 -2.10653
H -1.30293 2.19633 -0.50487
H 0.37719 2.51420 -0.34622
```



Q: Which of these has the highest energy relative to the best compared isomer or geometry (same formula, charge and spin)?
A: number 3